Entry 1:
{
  "formula": "C7H13Br3OSi",
  "method": "ωB97M-V with the def2-TZVPD basis set",
  "total_charge": 0,
  "homo_ev": [-7.74, -7.74],
  "lumo_ev": [-0.93, -0.93],
  "e_above_lowest_ev": 1.879,
  "multiplicity": 1,
  "elements": ["C", "C", "C", "C", "C", "C", "C", "O", "Si", "Br", "Br", "Br", "H", "H", "H", "H", "H", "H", "H", "H", "H", "H", "H", "H", "H"],
  "xyz": [[3.15448, 0.63380, -0.22899], [2.13325, 1.42351, -0.47674], [2.12973, 2.66253, -1.38859], [-3.39349, -1.20238, -0.42841], [0.89136, 1.01692, 0.25107], [-2.00033, -1.10199, -1.06727], [-1.11395, -0.25013, -0.17303], [0.11188, 0.07758, -0.61431], [-0.33330, -1.85033, 2.25130], [-2.04359, -2.49284, 3.54433], [0.60666, -3.72880, 1.22637], [1.31906, -1.03451, 3.66388], [3.06401, -0.23434, 0.36935], [4.14414, 0.98405, -0.52233], [3.19268, 2.83824, -1.44642], [1.65764, 3.41111, -0.76865], [1.52852, 2.46809, -2.31551], [-3.47981, -0.79441, 0.56950], [-4.10898, -0.65934, -0.95412], [-3.61789, -2.31719, -0.19224], [1.12853, 0.47166, 1.09714], [0.19268, 1.80296, 0.40871], [-1.69278, -2.13817, -1.31664], [-2.06922, -0.51734, -1.98511], [-1.40127, 0.53131, 0.49674]]
}


Entry 2:
{
  "formula": "C7H13BrN",
  "method": "ωB97M-V with the def2-TZVPD basis set",
  "smiles": "CC[N@+]1(C)CCC=C1Br",
  "total_charge": 1,
  "homo_ev": -13.99,
  "lumo_ev": -3.37,
  "e_above_lowest_ev": 2.674,
  "multiplicity": 1,
  "elements": ["C", "C", "N", "C", "C", "C", "C", "C", "Br", "H", "H", "H", "H", "H", "H", "H", "H", "H", "H", "H", "H", "H"],
  "xyz": [[-1.22047, 2.15912, 0.49269], [0.05958, 1.37991, 0.53639], [0.03925, 0.11735, -0.19637], [-0.02128, 0.36499, -1.65806], [-0.82151, -0.99575, 0.28572], [0.08549, -2.37139, 0.36868], [1.43895, -1.87131, 0.37813], [1.67771, -0.63125, 0.06089], [3.26669, 0.38508, -0.08567], [-2.15556, 1.65702, 0.35792], [-1.38668, 2.55035, 1.47978], [-1.11770, 3.00250, -0.12820], [0.33646, 1.17241, 1.59054], [0.96827, 1.91193, 0.30881], [-0.79405, 1.14106, -1.80944], [1.04003, 0.54326, -2.01990], [-0.33236, -0.53192, -2.08480], [-1.59913, -0.94244, -0.47083], [-1.29219, -0.71720, 1.21334], [-0.16257, -2.98132, -0.53271], [-0.14991, -2.79537, 1.28529], [2.14099, -2.54706, 0.62783]]
}


Entry 3:
{
  "formula": "C7H13Cl4MgO6",
  "method": "ωB97M-V with the def2-TZVPD basis set",
  "total_charge": 1,
  "homo_ev": -12.75,
  "lumo_ev": -5.47,
  "e_above_lowest_ev": 0.787,
  "multiplicity": 1,
  "elements": ["Mg", "Cl", "C", "Cl", "Cl", "Cl", "H", "C", "O", "C", "O", "O", "C", "H", "H", "H", "H", "H", "H", "C", "O", "C", "O", "O", "C", "H", "H", "H", "H", "H", "H"],
  "xyz": [[1.48126, -1.27794, -0.34546], [-0.61244, -2.11840, -0.47073], [-2.97317, -3.97063, -2.78871], [-4.23163, -2.74316, -2.56464], [-2.04111, -3.68076, -4.24248], [-3.71630, -5.57021, -2.79987], [-2.33981, -3.92774, -1.91521], [-1.73866, 1.35394, -0.11642], [-0.93982, 2.35023, -0.78237], [0.17592, 1.93639, -1.32053], [0.68293, 0.84263, -1.14195], [0.65800, 2.87656, -2.09640], [2.00222, 2.71535, -2.55644], [-1.25833, 1.05840, 0.81529], [-1.86889, 0.46559, -0.73190], [-2.71412, 1.79578, 0.04500], [2.33689, 3.67107, -2.94698], [2.01989, 1.98237, -3.36083], [2.67701, 2.45623, -1.74138], [0.30222, -2.17281, 3.13819], [0.65857, -0.83079, 3.50780], [1.13988, -0.03633, 2.60358], [1.39395, -0.34989, 1.43344], [1.33357, 1.14498, 3.09664], [1.67792, 2.20084, 2.18301], [1.18190, -2.78129, 2.93125], [-0.38366, -2.15876, 2.29541], [-0.19646, -2.59155, 4.00516], [0.99354, 2.20288, 1.33574], [2.67997, 2.03640, 1.78570], [1.61875, 3.12061, 2.74612]]
}


Entry 4:
{
  "formula": "C7H13ClN3O3PS",
  "method": "ωB97M-V with the def2-TZVPD basis set",
  "smiles": "COP(=S)(OC)Oc1nc(Cl)n(C(C)C)n1",
  "total_charge": 0,
  "homo_ev": -8.47,
  "lumo_ev": 0.65,
  "multiplicity": 1,
  "elements": ["C", "O", "P", "S", "O", "C", "O", "C", "N", "C", "Cl", "N", "C", "C", "C", "N", "H", "H", "H", "H", "H", "H", "H", "H", "H", "H", "H", "H", "H"],
  "xyz": [[0.77535, -3.81611, -2.57707], [1.78962, -2.76872, -2.33577], [1.30401, -1.60220, -1.41370], [1.19012, 0.11577, -2.46240], [2.43144, -1.49829, -0.14627], [3.37278, -0.45568, -0.22946], [-0.09002, -2.01142, -0.68967], [-0.67344, -1.03972, 0.02668], [-1.80607, -1.37355, 0.62911], [-2.10916, -0.28319, 1.28863], [-3.50058, -0.27215, 2.41204], [-1.24588, 0.72807, 1.06028], [-1.74047, 2.12824, 1.13546], [-0.97870, 2.82222, 0.09474], [-1.65372, 2.65619, 2.53693], [-0.24203, 0.15884, 0.37066], [1.45641, -4.59423, -2.97124], [0.26867, -4.26091, -1.81573], [0.09577, -3.50945, -3.48790], [4.15201, -0.60275, 0.62804], [2.92618, 0.63038, -0.19733], [3.94554, -0.66785, -1.13157], [-2.77570, 2.18704, 0.97023], [-1.24627, 3.93485, -0.09320], [-0.79269, 2.34748, -0.85924], [0.08499, 2.78605, 0.55512], [-0.61729, 2.77203, 2.85072], [-2.08530, 1.89081, 3.26604], [-2.23557, 3.59826, 2.58588]]
}


Entry 5:
{
  "formula": "C7H13ClN4Si",
  "method": "ωB97M-V with the def2-TZVPD basis set",
  "total_charge": 0,
  "s_squared": 2.05,
  "homo_ev": [-7.98, -8.80],
  "lumo_ev": [0.22, -2.68],
  "multiplicity": 3,
  "elements": ["C", "C", "C", "C", "C", "C", "C", "N", "N", "N", "N", "Si", "Cl", "H", "H", "H", "H", "H", "H", "H", "H", "H", "H", "H", "H", "H"],
  "xyz": [[-2.49900, 2.07800, -0.41634], [-1.34883, 1.46210, -0.28338], [-3.68022, 1.32258, -0.35460], [-1.34504, 0.07155, 0.06792], [2.02100, 1.31635, 0.80889], [1.77579, -0.07630, -1.94034], [2.19959, -1.86663, 0.73130], [-3.65231, 0.07565, 0.02411], [-2.56683, -0.51615, 0.17490], [-0.66105, -2.47416, 1.28658], [-0.26538, -0.62353, 0.21966], [1.37126, -0.34586, -0.07414], [-1.16131, -3.70073, 0.23933], [-2.58863, 3.13714, -0.45799], [-0.49201, 1.84309, -0.67102], [-4.64889, 1.79255, -0.27466], [1.77769, 2.26271, 0.35142], [1.48779, 1.48102, 1.73673], [3.12436, 1.20491, 0.92110], [2.74666, -0.39259, -1.92332], [1.20978, -0.63886, -2.56699], [1.63402, 1.00677, -2.10132], [1.41441, -2.13129, 1.38971], [2.59698, -2.65568, 0.07581], [3.08023, -1.55944, 1.39138], [-1.53006, -2.07320, 1.64525]]
}


Entry 6:
{
  "formula": "C7H13I",
  "method": "ωB97M-V with the def2-TZVPD basis set",
  "total_charge": 0,
  "homo_ev": -8.92,
  "lumo_ev": 0.47,
  "e_above_lowest_ev": 2.004,
  "multiplicity": 1,
  "elements": ["C", "C", "C", "C", "C", "C", "C", "I", "H", "H", "H", "H", "H", "H", "H", "H", "H", "H", "H", "H", "H"],
  "xyz": [[1.12787, -1.69171, -0.68693], [0.71212, -0.55626, -0.29473], [-0.93605, 0.75327, -1.17741], [-1.73862, -1.16748, 0.37422], [-0.72679, 0.98382, 1.20488], [2.27807, 0.87501, 0.20026], [-0.65170, -0.03630, 0.02591], [4.27191, 0.09393, 0.08195], [0.42843, -2.36477, -1.01936], [2.19830, -2.03820, -0.80626], [-1.95604, 1.04979, -1.16917], [-0.65828, 0.11156, -1.99705], [-0.32847, 1.69285, -1.23417], [-1.17029, -1.91562, 0.75851], [-2.41745, -1.60669, -0.36260], [-2.41841, -0.68773, 1.10151], [-1.79731, 1.08753, 1.41120], [-0.14866, 0.50284, 2.06820], [-0.32909, 1.97296, 0.90690], [2.19402, 1.65920, -0.49193], [2.06643, 1.28200, 1.10606]]
}